[1]
The following is a DFT calculation (ωB97M-V with the def2-TZVPD basis set) of C20H35AlBrCsFKN3O16S as an isolated structure.

Each line ends with the Mulliken charge.
Atoms and positions in Å:
C: -3.244 -0.806 2.572  -0.9065
C: -2.144 -0.545 1.413  0.9791
O: -2.396 0.436 0.396  -0.3467
C: -3.759 0.903 0.232  -0.3949
C: -4.804 -0.091 -0.538  -0.2692
O: -4.645 -1.524 -0.301  -0.3691
C: -3.687 -2.153 -1.233  -0.0603
C: -4.252 -2.373 -2.756  -0.4497
O: -3.721 -1.419 -3.750  -0.1825
C: -3.311 -2.088 -4.996  -0.7725
C: -1.661 -2.223 -4.930  0.4969
C: -0.841 -3.665 -4.912  0.2926
F: -1.600 -4.944 -4.971  -0.2395
C: 0.827 -3.665 -4.829  -0.4680
C: 1.718 -2.257 -4.736  -0.2314
C: 0.866 -0.854 -4.766  -0.0848
C: -0.770 -0.846 -4.880  0.5412
C: -1.175 0.742 -4.920  0.2563
O: -2.395 1.255 -5.104  -0.4831
N: 0.071 1.619 -4.765  -0.1966
C: 1.323 0.720 -4.698  0.2354
O: 2.560 1.212 -4.574  -0.5392
H: -3.130 0.067 3.380  0.4243
H: -2.916 -1.792 3.159  0.1799
H: -4.352 -0.948 2.228  0.2435
H: -1.943 -1.592 0.875  0.0776
H: -1.107 -0.285 1.944  -0.6455
H: -4.269 1.358 1.211  0.2592
H: -3.677 1.860 -0.485  0.2778
H: -5.900 0.203 -0.170  0.2884
H: -4.806 0.153 -1.705  0.1894
H: -2.626 -1.608 -1.248  0.0409
H: -3.460 -3.238 -0.793  0.2458
H: -4.013 -3.504 -3.049  0.3098
H: -5.436 -2.229 -2.736  0.2335
H: -3.652 -1.385 -5.898  0.2998
H: -3.816 -3.127 -5.187  0.3956
H: 1.379 -4.708 -4.829  0.3575
H: 2.889 -2.235 -4.673  0.4903
H: -0.093 2.188 -3.887  0.2464
C: 2.924 -2.773 3.864  -0.9276
C: 3.178 -2.312 2.432  -3.8474
O: 1.884 -2.098 1.873  -0.2380
S: 0.875 -1.596 3.051  0.9906
O: 0.795 -0.153 2.992  -0.4994
O: -0.290 -2.450 3.050  -0.5472
O: 1.814 -2.002 4.321  -0.4065
H: 2.639 -3.830 3.894  0.6602
H: 3.791 -2.612 4.510  0.5070
H: 3.733 -3.052 1.849  3.3733
H: 3.716 -1.358 2.414  0.6850
K: 1.856 -3.369 6.188  1.0940
Br: 0.792 -1.947 -2.664  -0.0309
O: 0.321 3.670 -2.138  -0.2602
H: 1.254 3.882 -2.397  0.2375
H: -0.307 4.375 -2.438  0.4805
H: 0.244 3.506 -1.164  0.4154
C: 2.800 2.373 3.397  0.0303
O: 3.551 1.797 4.174  -0.6565
N: 3.164 3.381 2.530  0.1409
C: 2.214 4.014 1.639  -0.3589
C: 4.543 3.824 2.509  -0.9847
H: 1.731 2.114 3.333  0.4318
H: 2.545 3.869 0.607  -0.2440
H: 2.175 5.084 1.864  0.5255
H: 1.215 3.585 1.759  0.1573
H: 5.185 2.975 2.253  0.2919
H: 4.817 4.184 3.505  0.3207
H: 4.681 4.623 1.776  0.3865
N: -0.958 4.990 2.261  0.8986
O: -1.533 4.576 3.281  -0.5434
O: -0.530 6.156 2.220  -0.5908
O: -0.811 4.240 1.283  -0.5453
O: -3.722 -0.937 5.293  -0.4820
H: -3.005 -1.544 5.327  0.2542
Cs: 4.563 -4.101 1.223  1.0033
Al: 2.755 4.657 -1.836  0.5461
O: 7.568 -1.023 3.397  -0.6535
H: 8.520 -1.080 3.570  0.3327
H: 7.284 -0.249 3.905  0.3312

## Properties
E_HOMO: -12.09 eV
gap between HOMO and LUMO: 1.48 eV
LUMO level: -10.607 eV
charge: +3



[2]
The following is a DFT calculation (ωB97M-V with the def2-TZVPD basis set) of C11H11F3N2O3V as an isolated structure.

Each line ends with the natural charge from an NBO analysis.
Atoms and positions in Å:
V: 0.440 0.421 0.583  1.2854
N: -0.762 -1.254 1.224  -0.7756
C: -1.958 -0.861 1.997  -0.3314
C: -2.270 0.577 1.668  0.6690
O: -3.283 1.144 1.956  -0.5028
N: -1.194 1.219 1.031  -0.5712
C: -1.349 2.660 0.816  -0.3509
C: -0.078 3.124 0.145  0.7867
O: 0.179 4.187 -0.285  -0.4364
O: 0.812 2.042 0.099  -0.5548
H: -0.180 -1.910 1.741  0.4302
H: -1.033 -1.739 0.374  0.4236
H: -2.816 -1.494 1.783  0.2524
H: -1.739 -0.924 3.062  0.2590
H: -2.218 2.897 0.204  0.2651
H: -1.471 3.194 1.761  0.2631
F: 2.060 -1.116 1.717  -0.3323
C: 1.606 0.094 2.229  0.3638
F: 0.958 -0.149 3.377  -0.3098
H: 2.453 0.762 2.394  0.1782
F: 1.659 -2.091 -4.706  -0.2861
C: 1.344 -1.585 -3.520  0.4573
C: 2.346 -1.433 -2.578  -0.2576
C: 2.008 -0.914 -1.338  -0.1828
C: 0.682 -0.563 -1.074  -0.2744
C: -0.312 -0.723 -2.046  -0.1963
C: 0.020 -1.244 -3.281  -0.2549
H: 3.360 -1.717 -2.822  0.2578
H: 2.791 -0.790 -0.598  0.2391
H: -1.339 -0.433 -1.854  0.2298
H: -0.716 -1.382 -4.061  0.2569

## Properties
E_HOMO: -13.31 eV
gap between HOMO and LUMO: 7.55 eV
LUMO level: -5.756 eV
charge: +1
energy above the lowest of the compared OMol25 structures with the same formula, charge and spin: 0.000 eV



[3]
The following is a DFT calculation (ωB97M-V with the def2-TZVPD basis set) of a 6-piece molecular cluster, C20H43F4N5O10S overall.

Each line ends with the Mulliken charge.
Atoms and positions in Å:
C: 5.889 -0.927 2.134  -1.3236
C: 4.381 -1.048 1.900  0.9132
O: 3.946 -2.375 2.210  -0.5566
C: 3.645 -0.095 2.851  -0.6978
O: 3.244 1.117 2.220  -0.2819
O: 2.079 0.817 1.502  -0.1162
S: 0.763 1.624 2.237  0.5842
O: 1.063 1.596 3.615  -0.5053
O: -0.543 0.605 1.926  -0.2743
C: -0.552 -0.656 2.474  0.7294
F: -0.707 -0.603 3.769  -0.2919
F: 0.557 -1.317 2.211  -0.2103
C: -1.779 -1.437 1.908  0.9377
F: -2.165 -0.866 0.746  -0.2988
F: -1.504 -2.731 1.797  -0.2821
H: 6.252 -0.110 1.522  0.0364
H: 6.089 -0.719 3.176  0.4322
H: 6.408 -1.846 1.883  0.4928
H: 4.133 -0.851 0.866  -0.0259
H: 4.651 -2.786 2.722  0.3263
H: 2.763 -0.606 3.205  0.2234
H: 4.216 0.167 3.727  0.5098
H: -2.598 -1.331 2.615  -0.2618
C: -1.357 -3.468 -1.586  -0.9075
C: -1.240 -3.299 -3.080  0.5841
O: -0.266 -3.683 -3.708  -0.6703
N: -2.277 -2.692 -3.718  -0.1121
C: -3.506 -2.171 -3.141  -0.6684
H: -0.463 -3.962 -1.217  0.3654
H: -1.437 -2.501 -1.090  0.0925
H: -2.222 -4.085 -1.337  0.3665
H: -2.143 -2.608 -4.713  0.2024
H: -4.354 -2.681 -3.601  0.2502
H: -3.572 -1.105 -3.365  0.2147
H: -3.539 -2.315 -2.067  0.2748
C: -5.024 -1.221 6.032  -1.4344
C: -4.905 -1.059 4.537  0.8172
O: -3.922 -1.454 3.921  -0.6438
N: -5.925 -0.457 3.884  -0.1587
C: -7.159 0.073 4.437  -0.8637
H: -4.133 -1.717 6.402  0.2931
H: -5.108 -0.247 6.515  0.3814
H: -5.893 -1.831 6.281  0.3913
H: -5.779 -0.383 2.889  0.2204
H: -8.008 -0.436 3.979  0.2948
H: -7.228 1.138 4.211  0.2874
H: -7.201 -0.065 5.511  0.3290
C: 2.386 3.177 -3.045  -1.4640
C: 2.373 2.593 -1.653  0.9445
O: 1.475 2.813 -0.854  -0.6203
N: 3.403 1.792 -1.287  0.0332
C: 4.578 1.398 -2.047  -0.8378
H: 1.498 3.788 -3.177  0.3213
H: 3.267 3.805 -3.188  0.3598
H: 2.378 2.383 -3.792  0.3597
H: 3.309 1.436 -0.347  0.0688
H: 4.595 0.310 -2.136  0.2645
H: 5.460 1.720 -1.496  0.1628
H: 4.583 1.838 -3.039  0.4386
C: -6.412 0.309 -5.169  -1.3137
C: -7.238 -0.882 -4.744  0.7903
O: -7.294 -1.251 -3.583  -0.6382
N: -7.931 -1.546 -5.707  -0.1704
C: -7.992 -1.264 -7.130  -0.8043
H: -5.922 0.730 -4.297  0.2836
H: -5.648 0.002 -5.884  0.3457
H: -7.047 1.075 -5.614  0.4325
H: -8.459 -2.329 -5.353  0.2216
H: -9.026 -1.069 -7.418  0.2764
H: -7.633 -2.130 -7.688  0.2770
H: -7.385 -0.402 -7.387  0.3109
C: 6.388 3.381 1.343  -1.1683
C: 7.413 2.420 0.788  0.8610
O: 7.097 1.485 0.066  -0.6871
N: 8.713 2.624 1.119  -0.2028
C: 9.274 3.669 1.957  -0.8629
H: 5.403 3.086 0.992  0.0641
H: 6.391 3.354 2.434  0.3737
H: 6.592 4.396 1.000  0.4561
H: 9.341 1.947 0.715  0.2540
H: 9.993 4.250 1.378  0.2875
H: 9.794 3.215 2.803  0.2879
H: 8.502 4.332 2.330  0.3289

## Properties
E_HOMO: -8.84 eV
gap between HOMO and LUMO: 9.52 eV
LUMO level: 0.682 eV
charge: 0